ORCA calculation (the ωB97M-V functional and the def2-TZVPD basis) on a cluster of 3 separate species, C30H21B3NO9 in total at a distorted geometry.

Properties
lowest unoccupied orbital energy = 0.47 eV
HOMO energy = -4.822 eV
Kohn-Sham gap = 5.30 eV

```
! RIJCOSX wB97M-V def2-TZVPD def2/J DEFGRID3
* xyz -1 1
H 5.61 8.02 0.66
C 3.73 3.01 0.66
O 4.50 2.07 0.69
O 0.25 -5.48 -1.53
H -7.02 0.47 1.12
C 4.24 4.40 0.68
C -2.86 -4.90 -0.34
H 4.14 -4.57 -4.22
H -1.56 2.17 0.61
C -3.51 0.44 2.77
H -2.53 0.44 3.23
H -4.07 2.33 3.62
B 0.37 -3.44 -2.93
H 5.24 -4.50 -1.69
C -5.17 -0.62 1.37
C -2.48 -3.85 0.49
C 1.77 1.48 0.64
C 5.61 4.63 0.79
O -1.86 -1.74 2.21
C 1.90 5.25 0.53
H 7.17 6.10 0.88
H -2.16 -5.69 -0.58
H -4.45 -5.75 -1.51
C -5.05 -3.91 -0.57
C 0.01 3.64 0.58
C 3.36 5.48 0.59
C -4.15 -4.93 -0.86
C -3.90 -0.62 1.95
C -6.03 0.46 1.58
C -4.66 -2.85 0.25
C -3.38 -2.83 0.79
H 0.01 0.25 0.65
O -1.34 -5.47 -3.17
H -0.68 4.48 0.55
C 3.78 -4.21 -3.19
C 2.27 2.79 0.62
C -0.30 -4.85 -2.53
C 3.86 6.78 0.57
H 4.70 -2.96 -1.80
H -1.47 -3.84 0.90
O 0.14 -2.17 -2.27
N 4.95 -3.77 -2.37
O 1.35 -3.45 -4.02
O 2.62 -1.77 -2.74
C -5.61 -1.75 0.52
H 3.18 7.63 0.49
O 1.13 6.20 0.44
H 3.34 -5.14 -2.67
C 6.10 5.93 0.79
H -6.31 2.36 2.55
H 6.30 3.79 0.87
C 0.40 1.26 0.63
O -6.74 -1.77 0.05
C -2.96 -1.73 1.69
H 2.45 0.64 0.66
C -4.38 1.51 2.98
H 1.67 -1.35 -0.74
C -0.48 2.34 0.61
C 1.38 3.87 0.58
H -6.05 -3.94 -0.99
B 1.46 -1.73 -1.86
C -5.63 1.52 2.39
C 5.23 7.01 0.67
B 2.59 -3.11 -3.32
*
```

ORCA calculation (the ωB97M-V functional and the def2-TZVPD basis) on the ion C4H9NO2 with charge -2 at a distorted geometry.

Properties
ΔE to the lowest compared entry with this formula, charge and spin = 151.3 kJ/mol
lowest unoccupied orbital energy = 7.02 eV
HOMO energy = 0.651 eV
Kohn-Sham gap = 6.37 eV
SMILES = [O-]CCCNC[O-]

```
! RIJCOSX wB97M-V def2-TZVPD def2/J DEFGRID3
* xyz -2 1
H -1.05 -0.64 -0.80
H 0.14 1.53 -0.81
H 1.21 1.80 2.05
H 0.54 -3.11 -0.75
C 0.15 1.27 0.27
C -0.55 -2.71 -0.72
H -1.02 1.44 0.56
N -0.13 -0.97 -0.79
O -1.25 -2.96 -1.83
H -0.73 -2.75 0.37
C 0.46 -0.25 0.41
H 1.53 -0.28 0.52
C 0.99 2.28 1.05
H 1.95 2.42 0.57
H -0.13 -0.72 1.25
O 0.27 3.41 1.39
*
```

ORCA calculation (the ωB97M-V functional and the def2-TZVPD basis) on an isolated molecule of C2H2BrN3O at a distorted geometry.

Properties
ΔE to the lowest compared entry with this formula, charge and spin = 8.9 kJ/mol
lowest unoccupied orbital energy (alpha / beta) = -0.09 / -3.00 eV
HOMO energy (alpha / beta) = -6.392 / -9.579 eV
Kohn-Sham gap (alpha / beta) = 6.30 / 6.58 eV

```
! RIJCOSX wB97M-V def2-TZVPD def2/J DEFGRID3
* xyz 0 3
N -0.89 0.98 1.06
O -2.31 0.89 -0.81
H -0.63 -0.26 -1.10
N 0.87 -0.24 0.46
Br 2.56 -0.92 1.05
C 0.43 -0.59 -0.71
C -1.48 0.91 0.01
H 1.08 -1.26 -1.31
N 0.37 0.51 1.36
*
```

ORCA calculation (the ωB97M-V functional and the def2-TZVPD basis) on an isolated molecule of C3H3NO2 at a distorted geometry.

Properties
ΔE to the lowest compared entry with this formula, charge and spin = 377.9 kJ/mol
lowest unoccupied orbital energy = 0.61 eV
HOMO energy = -10.030 eV
Kohn-Sham gap = 10.64 eV
SMILES = Oc1ccno1

```
! RIJCOSX wB97M-V def2-TZVPD def2/J DEFGRID3
* xyz 0 1
H 1.76 1.70 -0.25
H -2.14 -1.65 0.22
C 0.43 0.37 0.40
H -0.12 -0.40 2.14
N -1.08 -0.38 -1.05
C -0.27 -0.42 1.17
C -1.19 -1.02 0.04
O 0.04 0.34 -0.91
O 1.74 0.84 0.35
*
```

ORCA calculation (the ωB97M-V functional and the def2-TZVPD basis) on a cluster of 9 separate species, C2H21NO10 in total at a distorted geometry.

Properties
ΔE to the lowest compared entry with this formula, charge and spin = 41.5 kJ/mol
lowest unoccupied orbital energy = 0.10 eV
HOMO energy = -9.641 eV
Kohn-Sham gap = 9.74 eV
SMILES = NCC(=O)O.O.O.O.O.O.O.O.O

```
! RIJCOSX wB97M-V def2-TZVPD def2/J DEFGRID3
* xyz 0 1
H 0.78 -2.17 -1.50
O 1.00 -0.69 -2.83
H -2.88 1.43 0.96
C -1.80 1.60 0.84
H 0.06 -0.51 -2.68
H -0.81 -3.50 -0.38
N -1.02 2.01 2.00
H 2.72 -0.92 0.09
H -0.74 1.56 -2.02
O 1.48 2.13 -2.04
H 1.31 -0.41 0.39
O -1.86 -0.69 0.79
H 0.28 -1.05 3.49
H -1.47 -1.59 0.82
H -1.71 2.45 0.08
H 1.12 -1.53 -3.28
O 0.75 -0.20 3.23
H -0.39 1.25 2.34
O 1.62 2.44 0.75
O 2.01 -1.00 0.72
H -0.57 -3.68 1.08
O -0.22 0.10 -0.41
H 1.48 -0.57 2.73
H 1.26 -3.10 -0.38
H -1.52 2.40 2.77
C -1.18 0.35 0.29
H -2.06 1.56 -2.86
H 0.81 2.74 1.29
H 1.28 1.19 -2.10
O 0.82 -3.11 -1.24
H 1.65 2.33 -1.10
H 1.93 1.65 1.22
O -1.63 1.14 -2.11
O -1.16 -3.23 0.48
*
```

ORCA calculation (the ωB97M-V functional and the def2-TZVPD basis) on a cluster of 3 separate species, C12H21BrNO5PS in total at a distorted geometry.

Properties
lowest unoccupied orbital energy = -0.27 eV
HOMO energy = -8.852 eV
Kohn-Sham gap = 8.59 eV
SMILES = CP(O)[C@H](N=C=S)OC(=O)Br.C1CCOC1.C1CCOC1

```
! RIJCOSX wB97M-V def2-TZVPD def2/J DEFGRID3
* xyz 0 1
O -1.54 -0.80 4.77
H 3.60 -0.26 0.79
H -2.20 0.91 -0.86
C -0.01 1.70 -3.20
H -4.96 0.07 3.78
H -3.80 0.97 2.77
H -1.56 2.56 -0.98
N -0.98 -2.12 1.68
C -0.26 1.05 -1.85
H 3.45 -2.62 0.44
C -1.40 1.69 -3.81
C -3.90 0.37 3.70
H 1.88 -0.38 0.39
H -3.67 1.05 4.55
H 0.50 1.29 -1.10
C 2.89 -0.55 0.02
C 4.35 -0.64 -1.84
S -1.52 -4.73 2.35
O 4.14 -1.98 -1.40
O -2.33 1.79 -2.72
O -1.63 0.17 1.35
H 0.32 2.73 -3.06
C -1.37 -3.24 1.84
C 3.20 0.19 -1.27
H -2.91 -1.43 1.24
H 5.31 -0.30 -1.44
C -1.63 1.59 -1.49
C -0.63 0.74 2.07
H 4.39 -0.61 -2.93
H -1.57 2.52 -4.51
H 0.72 1.18 -3.81
Br -1.06 2.38 3.07
C 3.12 -2.00 -0.39
P -2.75 -1.10 3.64
H -1.60 0.75 -4.34
C -2.06 -1.11 1.88
O 0.46 0.37 2.13
H 2.22 -2.44 -0.83
H -0.30 -0.03 -1.96
H 3.46 1.24 -1.13
H 2.34 0.14 -1.95
H -0.70 -1.10 4.39
*
```

ORCA calculation (the ωB97M-V functional and the def2-TZVPD basis) on a cluster of 2 separate species, C4H9O in total at a distorted geometry.

Properties
ΔE to the lowest compared entry with this formula, charge and spin = 168.7 kJ/mol
lowest unoccupied orbital energy (alpha / beta) = 0.17 / -0.10 eV
HOMO energy (alpha / beta) = -9.305 / -9.476 eV
Kohn-Sham gap (alpha / beta) = 9.48 / 9.37 eV

```
! RIJCOSX wB97M-V def2-TZVPD def2/J DEFGRID3
* xyz 0 2
H 1.44 0.34 -1.90
H 2.20 -0.44 -0.33
C -1.06 1.04 -0.38
O -0.28 -0.06 1.68
C -0.49 -1.41 -0.38
H -0.28 -1.05 -1.42
H -0.54 1.96 -0.07
H -1.40 -2.07 -0.35
H -0.72 0.82 -1.42
C 2.03 0.48 -0.92
H 1.77 1.37 -0.33
C -0.90 -0.21 0.63
H -2.17 1.24 -0.35
H 0.39 -2.00 -0.07
*
```

ORCA calculation (the ωB97M-V functional and the def2-TZVPD basis) on a cluster of 2 separate species, C25H33O in total at a distorted geometry.

Properties
ΔE to the lowest compared entry with this formula, charge and spin = 50.0 kJ/mol
lowest unoccupied orbital energy = -5.29 eV
HOMO energy = -10.760 eV
Kohn-Sham gap = 5.47 eV

```
! RIJCOSX wB97M-V def2-TZVPD def2/J DEFGRID3
* xyz 1 1
H 1.06 2.54 -3.46
C 3.55 -3.14 1.80
C 2.27 -3.10 3.86
H 0.11 3.85 -7.33
O -3.13 2.68 3.58
H -4.50 1.32 4.41
C 0.05 0.38 2.13
C 0.19 2.44 -4.13
H -3.56 -0.20 -1.30
H -0.81 -1.26 3.27
C -1.28 2.43 2.14
H 0.47 2.16 0.96
H -0.49 -1.47 -2.78
C -0.34 1.01 -4.02
H -3.58 -1.58 -0.17
C 1.16 -0.32 1.58
H -0.59 3.13 -3.79
H 3.93 -5.70 2.60
H -3.35 2.07 5.58
H 0.22 -2.04 -0.54
H 4.32 -3.60 1.18
H -4.65 3.06 4.84
H -1.18 3.87 -5.98
H 3.15 -1.54 0.41
H 0.42 0.29 -4.36
C -0.20 3.56 -6.33
H 2.57 3.30 -6.35
H 0.13 0.82 -1.92
H 4.93 -4.81 3.74
H 1.02 -1.38 4.17
C 3.89 -4.99 3.44
H -1.49 3.44 1.81
C 1.66 -1.91 3.48
C -1.63 -1.11 -0.99
C -1.94 0.52 3.55
C 1.98 2.43 -6.02
C -0.89 -0.21 3.02
H -1.51 1.38 -2.25
C -0.76 -1.74 -0.18
H -2.15 -0.87 -3.06
H -2.60 0.08 4.30
H 3.38 -5.47 4.27
H 1.91 1.75 -6.89
C -0.73 0.67 -2.58
H 1.56 0.07 0.64
C 3.21 -3.73 3.03
C 2.90 -2.00 1.38
C 1.88 -1.39 2.17
C -0.21 1.71 1.68
H 2.02 -3.56 4.82
H -1.08 -2.06 0.81
H -1.22 0.88 -4.67
C 0.62 2.85 -5.53
H 2.55 1.92 -5.24
C -2.15 1.86 3.12
H -2.92 -0.02 0.36
C -1.25 -0.76 -2.43
C -3.00 -0.71 -0.50
C -3.95 2.24 4.68
*
```

ORCA calculation (the ωB97M-V functional and the def2-TZVPD basis) on a structure of composition C31H44BrN3OsP2 at a distorted geometry.

Properties
ΔE to the lowest compared entry with this formula, charge and spin = 264.0 kJ/mol
lowest unoccupied orbital energy (alpha / beta) = -13.06 / -15.65 eV
HOMO energy (alpha / beta) = -19.214 / -19.212 eV
Kohn-Sham gap (alpha / beta) = 6.16 / 3.56 eV

```
! RIJCOSX wB97M-V def2-TZVPD def2/J DEFGRID3
* xyz 4 5
H 5.08 1.14 -2.08
H 0.03 3.07 -0.67
H -2.94 -3.20 -2.57
C -4.63 1.74 -4.40
H 3.04 -2.56 -2.71
C 5.00 1.33 -1.01
H -1.36 -2.19 -5.06
C 3.12 -1.61 -3.27
P 2.76 -0.42 -0.81
C 1.43 2.28 -3.74
C -3.19 1.58 -2.48
C -2.79 -2.12 -2.44
C -0.69 1.39 -2.90
H 3.16 3.24 -4.61
C -1.70 0.11 1.33
H -2.45 -0.37 0.69
H 1.60 -2.00 0.55
H -0.68 -2.46 0.34
C 2.44 3.22 -3.78
H -3.57 -0.57 -1.11
H 1.65 -0.37 1.28
C 2.52 4.13 -2.71
C 1.49 4.29 -1.77
H 3.57 1.33 0.62
P -1.03 -1.90 -1.97
C 3.40 -1.59 1.72
C -1.60 -4.31 -0.30
H -4.84 1.55 -5.46
H 0.20 -3.74 -2.88
C 0.26 1.37 1.45
C 0.58 3.24 -1.61
C -3.47 1.19 -3.80
C -0.85 0.54 4.95
C -0.72 -3.09 -0.56
N -5.48 2.52 -3.74
C -0.90 -3.09 -4.63
H 1.43 1.41 -4.44
C -5.26 2.84 -2.47
H -3.93 2.74 -0.76
H -2.63 -4.05 -0.02
H -4.78 -1.40 -2.07
H 4.09 -2.28 1.21
H 1.23 -0.48 -2.61
H 2.94 -2.12 2.57
H -2.70 -0.39 3.19
N -0.92 0.45 6.12
C -0.14 -2.80 -3.35
C -4.12 2.38 -1.78
H -2.90 -1.68 -3.45
H 4.19 -1.36 -3.39
H 1.02 1.85 3.41
C 2.26 -1.14 0.78
Br 3.93 5.33 -2.67
H -0.20 -3.51 -5.37
H 0.31 -3.43 -0.75
H -4.07 -2.23 -0.68
C -0.79 0.63 3.49
H -2.80 0.57 -4.40
H 2.74 0.51 -2.98
H 1.05 1.91 0.91
C -3.85 -1.55 -1.51
Os -0.37 0.23 -1.49
H -1.75 2.14 -1.05
C 0.24 1.33 2.85
H -0.99 1.33 -3.96
C -1.82 0.07 2.72
H 2.90 1.93 -0.93
H 5.34 2.35 -0.82
H -1.62 -5.02 -1.14
H 3.98 -0.74 2.12
C 2.39 -0.45 -2.55
H -1.17 -4.86 0.56
H -1.68 -3.85 -4.46
H 0.78 -2.24 -3.55
C -1.79 1.42 -1.88
C 3.57 1.17 -0.48
H -5.96 3.52 -1.98
C 0.44 2.33 -2.70
H 1.45 5.20 -1.16
H 5.68 0.65 -0.49
N -0.67 0.70 0.70
H 2.71 -1.73 -4.27
*
```

ORCA calculation (the ωB97M-V functional and the def2-TZVPD basis) on a structure of composition C44H45FN3O5P2Re at a distorted geometry.

Properties
ΔE to the lowest compared entry with this formula, charge and spin = 0.0 kJ/mol
lowest unoccupied orbital energy (alpha / beta) = -3.13 / -4.79 eV
HOMO energy (alpha / beta) = -10.646 / -10.917 eV
Kohn-Sham gap (alpha / beta) = 7.52 / 6.13 eV

```
! RIJCOSX wB97M-V def2-TZVPD def2/J DEFGRID3
* xyz 1 4
H 1.01 -2.80 -1.75
C 3.13 -1.43 4.57
H 1.56 2.17 0.85
C 4.58 -3.41 -0.50
C 0.54 3.50 -2.03
H 1.57 -0.88 -2.84
H -3.02 4.08 0.73
C -0.40 0.43 -5.05
H 3.48 -1.64 5.57
C 0.79 1.77 3.23
C -1.10 3.24 3.92
N -1.20 -0.01 2.10
C -2.06 -4.65 1.45
H 5.59 -3.58 -0.16
C -0.19 -0.11 -3.79
H -2.78 4.42 4.55
H 1.05 1.08 4.04
O -1.28 -3.60 -2.58
O -0.72 2.84 -2.02
O -1.61 -1.26 3.99
C 2.55 -2.11 -0.43
H -1.91 -5.16 -0.66
C 1.14 0.08 -3.12
O -1.24 3.03 0.46
C -2.62 -0.46 -5.06
H 0.77 3.94 -1.06
H 3.99 -0.35 -1.63
N -0.96 -1.42 -1.88
H 2.99 4.10 0.28
H 1.03 1.28 2.30
C -0.67 2.09 3.29
C 3.76 0.62 -1.20
H 1.02 0.67 -2.21
P 1.67 -0.64 0.26
C 2.00 -2.97 -1.37
F -2.83 -0.35 -0.26
C -1.35 -3.16 -0.27
H 1.66 -2.99 4.58
H 1.34 2.82 -2.33
C 3.20 3.12 -0.14
H -1.89 4.81 -0.43
C -2.45 3.52 4.05
H -3.63 -1.60 -2.09
P -1.37 2.05 -0.78
C 4.53 1.71 -1.55
C 2.72 -4.05 -1.86
C 3.85 -2.35 0.01
H -3.52 -2.81 -3.36
H -4.00 -0.41 3.19
C -1.60 1.19 2.76
C 1.68 -1.93 2.72
C -1.62 0.25 -5.69
H 4.52 0.17 4.26
C 3.26 -0.13 2.55
C -1.42 -1.17 2.79
H 2.26 -4.70 -2.59
C -1.97 4.27 0.51
C -1.93 -3.61 2.37
H 1.84 0.60 -3.78
H -5.01 0.89 2.54
H -4.53 -1.39 -3.61
C -3.38 2.61 3.56
C -3.60 -1.74 -3.18
H -4.50 2.10 -2.40
H 0.46 4.30 -2.77
H -2.18 -3.71 3.41
C 2.41 2.03 0.20
H 0.39 0.98 -5.54
C 4.27 2.96 -1.01
C -1.47 -2.39 1.92
H -1.53 4.85 1.32
H 4.31 -1.71 0.75
C 2.23 -0.88 1.99
C 3.71 -0.41 3.83
C -4.02 0.44 2.51
H 4.59 -5.10 -1.82
C -1.20 -0.86 -3.16
H -4.44 2.80 3.68
H 5.34 1.58 -2.26
H -3.84 0.07 1.50
C -3.51 1.66 -2.34
C -2.98 1.44 2.93
H 1.41 2.67 3.34
Re -0.88 -0.26 -0.03
H -3.60 0.58 -2.23
H -1.78 0.67 -6.68
H -2.95 1.90 -3.24
O -2.89 2.23 -1.18
C 4.01 -4.27 -1.43
H -2.40 -5.62 1.78
C -2.44 -1.02 -3.80
H 3.71 0.69 1.99
H -0.37 3.92 4.34
C 2.11 -2.19 4.01
C 2.70 0.76 -0.30
H 4.89 3.81 -1.27
N -1.16 -2.19 0.63
H 0.93 -2.56 2.27
H -3.58 -0.59 -5.55
C -1.78 -4.41 0.11
C -1.21 -2.75 -1.70
*
```

ORCA calculation (the ωB97M-V functional and the def2-TZVPD basis) on a cluster of 2 separate species, C4H6O2 in total at a distorted geometry.

Properties
ΔE to the lowest compared entry with this formula, charge and spin = 702.6 kJ/mol
lowest unoccupied orbital energy (alpha / beta) = 0.90 / 1.02 eV
HOMO energy (alpha / beta) = -6.987 / -7.183 eV
Kohn-Sham gap (alpha / beta) = 7.88 / 8.20 eV

```
! RIJCOSX wB97M-V def2-TZVPD def2/J DEFGRID3
* xyz 0 1
H 1.62 -1.02 1.28
O 0.46 1.86 0.06
H -0.81 -2.15 -0.91
C -0.22 -0.07 2.15
C 0.74 -0.59 1.67
C -0.61 -1.20 -1.38
H -0.38 -1.13 -2.38
C 0.19 1.00 -1.02
H -0.17 1.83 0.77
H 0.66 1.41 -1.94
O -0.28 -0.19 -0.69
H -1.21 0.25 2.39
*
```